70
Properties=species:S:1:pos:R:3:forces:R:3 method="wB97M-V/def2-TZVPD" energy_ev=-105372.945 orbital_gap_ev=8.992 e_homo_ev=-8.566 total_charge=0 mol_weight_g_mol=547.0
H 3.765900 -3.043962 -21.606615 0.0 -0.1 -0.1
C 1.168253 -8.248015 -20.309724 -0.1 0.0 -0.2
O -2.910731 -9.394019 -14.842223 -0.1 0.0 -0.2
H -3.447900 -11.895654 -15.184107 -0.1 0.1 0.0
H 0.789666 -9.150643 -20.784326 0.2 0.0 -0.1
H -2.354914 -5.138476 -19.735076 -0.3 0.1 0.1
H 1.417333 -12.045702 -17.551009 0.1 -0.2 0.0
H -0.686094 -7.520995 -14.666804 -0.1 0.2 0.1
H 2.156045 -4.102971 -24.058500 0.0 -0.1 0.0
H -0.268381 -12.022272 -20.816674 0.0 0.1 0.0
H -1.247373 -7.332765 -16.331731 0.0 0.1 -0.1
H 4.960885 -9.064383 -24.921311 0.0 0.0 -0.1
H 0.107967 -5.666450 -19.916063 0.1 -0.1 -0.1
H 1.426165 -5.934290 -18.744614 0.0 0.0 0.1
S 1.890587 -11.796288 -19.899202 -0.2 0.0 -0.2
H -0.277017 -10.824479 -19.480403 0.0 0.0 0.1
O -1.868712 -4.655831 -16.398920 -0.1 0.1 -0.2
C 0.367851 -6.091438 -18.947823 -0.2 0.2 0.0
C -0.738622 -6.830085 -15.509992 0.4 -0.5 0.1
H 3.207987 -9.210130 -21.635583 -0.2 -0.2 0.0
H 2.499391 -5.069011 -22.585696 0.1 0.1 0.0
C -3.111917 -6.164014 -14.615689 -0.6 -0.5 -0.2
O 1.198834 -3.474929 -20.699162 0.0 0.0 0.1
C 0.094007 -11.792688 -19.815530 0.0 -0.1 -0.2
O 2.258352 -13.195855 -20.231552 0.1 -0.2 0.0
H 2.135081 -10.458400 -17.955970 -0.2 0.0 0.0
S 0.041374 -7.847878 -18.969467 0.0 0.4 -0.2
H 4.480549 -9.851907 -22.678498 0.0 -0.1 0.1
H -2.825708 -3.723019 -23.259107 -0.1 -0.1 0.2
H -1.535564 -3.986845 -20.797505 0.1 -0.2 0.0
H 1.216016 -7.436793 -21.033869 -0.1 0.0 0.0
O 3.777772 -7.246096 -23.492120 0.0 0.2 0.0
S -1.614894 -5.341537 -15.099801 0.1 0.3 0.2
C 3.121064 -2.343963 -22.142005 0.4 -0.2 0.3
H -3.486604 -6.760250 -15.449635 0.1 0.0 -0.1
O 0.682581 -8.419605 -17.742618 0.1 -0.4 0.3
H -3.420874 -11.902445 -16.973922 -0.1 0.2 0.0
H -3.286769 -3.883646 -20.664287 -0.3 -0.3 0.0
H 2.861533 -10.612741 -22.741185 -0.1 0.1 0.1
H -3.891227 -5.456513 -14.343634 0.2 0.2 0.2
C -2.836758 -11.738781 -16.072386 0.2 -0.5 0.3
H -0.269651 -5.617304 -18.199626 0.1 -0.1 0.2
H 3.423505 -2.274709 -23.184982 0.0 0.2 0.0
C 3.915633 -9.233560 -25.183313 0.2 0.0 0.0
H -0.229014 -11.396549 -15.552209 0.0 0.0 0.0
O -1.225891 -6.531401 -21.916080 0.1 -0.4 0.2
H 0.845729 -4.968265 -23.212101 0.0 0.0 0.0
H 3.175863 -11.884515 -17.961837 -0.1 -0.2 0.1
H 3.667662 -8.719039 -26.108062 0.0 0.0 0.0
H 3.714479 -10.300421 -25.261088 -0.2 0.0 0.0
C 1.779029 -4.422280 -23.087427 0.0 -0.1 0.0
C -2.448192 -4.576487 -20.662252 0.5 0.2 -0.1
S -2.193755 -10.052003 -15.981537 -0.2 0.3 0.2
H -2.882501 -6.855432 -13.805840 -0.1 0.1 0.1
S -2.520916 -5.793246 -21.985443 0.0 0.3 -0.2
C -2.202904 -4.617464 -23.307052 -0.2 0.5 -0.1
C -0.552811 -10.381516 -15.324792 0.5 -0.3 -0.3
C 3.405743 -9.682526 -22.593173 0.5 0.2 -0.4
H -1.164063 -4.352716 -23.119592 0.0 0.1 -0.2
H -2.015204 -12.452979 -16.047246 0.0 0.0 -0.1
S 1.448886 -2.975313 -22.079357 -0.2 -0.1 -0.2
H 0.279160 -6.569441 -15.792722 -0.1 0.0 -0.2
H -0.198470 -12.610175 -19.156645 0.0 0.1 0.1
H -0.592036 -10.225019 -14.249275 -0.1 0.0 0.0
S 2.993397 -8.458195 -23.856457 -0.2 -0.2 0.3
H 2.150599 -8.423459 -19.871435 -0.1 0.0 0.1
C 2.163113 -11.532898 -18.153513 0.3 0.4 0.1
H -2.326742 -5.043592 -24.299641 0.1 -0.3 0.1
H 0.142637 -9.697641 -15.812112 -0.1 0.1 0.1
H 3.186834 -1.386487 -21.631555 -0.2 0.1 -0.1